Computed, not measured: a single C4H7NO2 molecule, with ωB97M-V with the def2-TZVPD basis set.

The geometry in XYZ format:
```
14
Properties=species:S:1:pos:R:3:forces:R:3
C -1.18162 -1.12327 0.49262 0.1 0.0 0.0
C -1.11768 0.09336 -0.37317 -0.2 -0.2 0.0
C -0.62762 1.36893 0.12432 -0.2 0.0 -0.2
O -1.53960 1.44571 1.03400 0.1 0.1 0.1
C 1.13079 0.16111 -0.47994 0.4 0.1 0.2
O 0.86206 1.03760 0.44678 0.1 -0.2 -0.1
N 2.41102 -0.19854 -0.50874 -0.1 0.0 0.0
H -0.51904 -1.02687 1.35324 -0.1 0.0 -0.1
H -2.20620 -1.26320 0.85062 0.1 0.0 -0.1
H -0.90563 -2.00556 -0.09316 -0.1 0.1 0.0
H -1.78496 0.10822 -1.23715 0.1 0.0 0.1
H -0.50850 2.20377 -0.58726 0.0 -0.1 0.1
H 2.73094 -0.83866 -1.21664 -0.1 0.0 0.2
H 3.09373 0.17080 0.14619 -0.1 0.0 -0.1
```
Forces are in eV/Å.

Properties
orbital gap (spin up / spin down) = 8.84 / 8.84 eV
highest occupied orbital energy (spin up / spin down) = -8.52 / -8.52 eV
ΔE to the lowest compared entry with this formula, charge and spin = 4.864 eV

Atomic partial charges in e from the Löwdin method, atoms 1 to 6: -0.0799 -0.0056 -0.5351 -0.0167 -0.2205 -0.0181



Computed, not measured: a molecular structure, C34H42GeN5O7Pm at a distorted geometry, with ωB97M-V with the def2-TZVPD basis set.

The geometry in XYZ format:
```
90
Properties=species:S:1:pos:R:3:forces:R:3
Pm -0.22139 0.32061 0.37492 0.5 -1.7 0.0
C -2.06669 4.20411 1.85232 0.2 -0.3 -0.3
C -2.39279 2.86111 1.18792 -1.1 0.4 0.5
C -2.96119 1.87951 2.22642 0.2 0.1 -0.3
C -3.39749 3.06431 0.04592 0.5 -0.2 0.1
O -1.20679 2.26011 0.67562 0.4 0.5 -0.3
Ge 0.23771 3.23581 -0.23828 0.3 0.2 -0.4
O 0.22141 1.90101 -1.70998 -0.1 0.2 1.4
C 0.37201 2.33161 -3.06298 0.1 0.1 -0.8
C 0.98431 1.19231 -3.90058 -0.2 0.2 0.4
C -0.98949 2.75171 -3.63078 0.3 -0.1 0.3
C 1.31241 3.54241 -3.16948 -0.3 -0.2 0.3
O 1.43051 2.01171 0.78102 -0.9 0.6 -0.4
C 2.84781 2.11451 0.66972 0.9 -0.1 0.0
C 3.32471 1.10561 -0.38228 -0.2 0.2 0.2
C 3.27871 3.52731 0.27052 -0.4 -0.3 0.0
C 3.49091 1.80091 2.03172 -0.3 0.0 -0.3
H -2.92979 4.59591 2.38152 -0.1 0.0 0.0
H -1.76879 4.92901 1.09422 0.0 0.1 0.1
H -1.24369 4.08441 2.55612 0.0 0.0 0.1
H -3.82149 2.30491 2.73842 0.0 0.1 0.0
H -2.19529 1.63651 2.96892 -0.1 0.0 0.0
H -3.27179 0.95891 1.72622 0.0 0.0 0.1
H -4.36239 3.37941 0.43572 -0.1 0.0 0.0
H -3.52279 2.13191 -0.50878 -0.1 0.0 0.1
H -3.03009 3.83011 -0.63838 0.0 0.0 -0.1
H 0.28621 0.36861 -4.02898 0.1 0.0 0.0
H 1.88611 0.81781 -3.41728 0.1 0.0 0.0
H 1.25991 1.56171 -4.88638 0.0 0.0 -0.1
H -1.44319 3.47171 -2.94878 -0.1 0.1 0.0
H -1.66069 1.90101 -3.73978 -0.1 0.0 0.0
H -0.85769 3.23071 -4.59748 -0.1 0.0 -0.1
H 2.27091 3.32401 -2.70318 0.1 0.0 0.0
H 0.85861 4.40411 -2.67958 0.1 0.1 0.0
H 1.48591 3.79601 -4.21138 0.0 0.0 -0.1
H 2.89681 1.35311 -1.35198 0.0 0.0 -0.1
H 2.99681 0.10211 -0.10048 0.1 0.0 0.0
H 4.40781 1.10631 -0.46618 0.2 0.0 0.0
H 2.89771 3.77641 -0.71688 0.0 0.1 -0.1
H 4.36091 3.60711 0.24872 0.1 0.0 0.0
H 2.88531 4.24241 0.98902 0.0 0.2 0.1
H 3.36841 0.75311 2.28972 0.0 0.0 0.1
H 3.03071 2.41581 2.80392 0.0 0.0 0.1
H 4.55551 2.01601 1.99892 0.1 0.1 0.0
O 4.65831 -5.30849 -0.83558 -0.3 -0.2 -0.9
C 4.67671 -4.76729 0.23822 0.0 0.0 0.0
O 5.28361 -4.75659 1.27582 0.3 0.3 0.9
C 3.43421 -3.65189 0.31852 -0.3 0.3 0.0
C 2.67211 -3.40389 -0.79958 -0.1 0.0 -0.1
C 1.62221 -2.48639 -0.67468 0.5 -0.3 0.2
N 1.40871 -1.81279 0.46132 -0.1 0.0 0.0
C 2.15411 -2.06749 1.54182 0.3 -0.4 -0.3
C 3.18711 -3.01359 1.50892 0.0 0.1 0.2
C 1.87841 -1.28289 2.76692 -0.2 0.3 0.5
C 2.38351 -1.64649 4.01572 -0.1 0.1 -0.3
C 2.13091 -0.83279 5.10982 -0.1 0.1 -0.2
C 1.37601 0.31621 4.93162 0.0 -0.1 -0.2
C 0.89641 0.59171 3.65702 0.0 0.1 0.0
N 1.13821 -0.17699 2.60162 0.2 -0.3 0.1
C 0.66541 -2.25349 -1.78288 -0.4 0.1 -0.4
C 0.54601 -3.14029 -2.85288 0.0 0.2 0.1
C -0.41249 -2.90419 -3.82688 0.0 0.2 0.2
C -1.25829 -1.81599 -3.68298 0.2 0.0 0.2
C -1.08359 -0.98699 -2.58378 -0.1 -0.1 0.0
N -0.13849 -1.18449 -1.66558 0.3 -0.5 -0.3
H 2.90101 -3.90759 -1.72448 -0.1 0.0 0.0
H 3.80201 -3.23169 2.36652 0.0 0.1 0.0
H 2.96971 -2.54199 4.14302 0.0 -0.1 0.0
H 2.52281 -1.09419 6.08132 0.0 0.0 0.1
H 1.17251 0.98891 5.75212 -0.1 0.0 0.0
H 0.31441 1.48731 3.45772 0.0 0.0 0.1
H 1.17341 -4.01279 -2.91868 0.1 -0.1 0.0
H -0.50829 -3.56979 -4.67078 0.0 -0.1 0.0
H -2.03409 -1.60559 -4.40158 -0.1 0.0 -0.1
H -1.73729 -0.13699 -2.41188 0.1 -0.1 -0.1
O -1.22279 -0.91299 2.08092 -0.6 -0.3 -0.7
N -2.17179 -1.74909 1.83932 -0.2 -0.3 0.5
N -2.73589 -1.63489 0.70892 0.7 0.5 0.7
O -2.38209 -0.74859 -0.17628 0.4 0.4 0.1
C -3.73859 -2.58369 0.40612 -0.8 -0.8 -0.2
C -3.87629 -3.03819 -0.89728 0.2 0.2 0.1
C -4.79419 -4.03679 -1.16988 0.0 0.0 0.1
C -5.58069 -4.55789 -0.15418 0.0 0.0 0.0
C -5.45429 -4.07939 1.14232 0.1 0.0 -0.1
C -4.52879 -3.09269 1.43032 0.1 0.1 -0.1
H -3.25409 -2.61939 -1.67328 0.0 0.0 -0.1
H -4.88689 -4.41479 -2.17638 0.0 0.0 -0.1
H -6.29179 -5.34129 -0.37038 -0.1 0.0 0.0
H -6.07629 -4.48019 1.92802 0.0 0.0 0.1
H -4.40559 -2.70469 2.42812 0.0 0.0 0.1
```
Forces are in eV/Å.

Properties
spin multiplicity = 6
orbital gap (spin up / spin down) = 7.37 / 4.69 eV
highest occupied orbital energy (spin up / spin down) = -10.92 / -10.94 eV
net charge = +1

Atomic partial charges in e from the Löwdin method, atoms 1 to 6: 1.7555 -0.0476 -0.6767 -0.0213 -0.0132 -0.5231



Computed, not measured: 2 unconnected molecules or ions with the total composition C5H5NO at a distorted geometry, with ωB97M-V with the def2-TZVPD basis set.

The geometry in XYZ format:
```
12
Properties=species:S:1:pos:R:3:forces:R:3
O -2.62714 1.95286 -0.53191 0.7 -1.4 0.4
C -2.14540 0.95213 -0.28057 -0.9 1.5 -0.4
C 0.55379 -0.39502 -1.20840 -0.1 -0.1 -0.5
C 0.24564 -0.40559 -2.37246 0.1 0.0 0.5
C -0.05434 -0.46623 1.24509 0.0 0.0 0.3
C 1.02626 -0.39055 0.18086 0.1 0.0 0.0
N -0.12611 0.24379 2.29197 0.1 -0.1 -0.4
H -0.00867 -0.41777 -3.41023 0.0 0.0 0.2
H -0.80773 -1.24877 1.10452 0.1 0.1 0.0
H 1.65015 0.49718 0.34979 -0.1 -0.2 0.0
H 1.67360 -1.26868 0.31742 -0.1 0.1 0.0
H 0.61995 0.94665 2.31393 -0.1 -0.1 0.0
```
Forces are in eV/Å.

Properties
orbital gap = 10.88 eV
highest occupied orbital energy = -9.92 eV
ΔE to the lowest compared entry with this formula, charge and spin = 2.709 eV

Atomic partial charges in e from the Löwdin method, atoms 1 to 6: 0.0493 0.0311 -0.1767 0.1028 -0.3151 -0.2000



Computed, not measured: a molecular structure, C15H19N5OS4Ti, with ωB97M-V with the def2-TZVPD basis set.

The geometry in XYZ format:
```
45
Properties=species:S:1:pos:R:3:forces:R:3
Ti 0.77271 -0.68986 -0.49345 0.1 -0.5 -0.2
O 3.62326 -6.19707 -2.20497 0.0 0.0 -0.3
C 3.06938 -5.15631 -2.14490 0.0 -0.1 0.6
S 3.93107 -3.57384 -2.10920 0.0 -0.1 -0.1
C 2.49959 -2.62406 -1.90383 0.0 0.3 0.2
C 1.30520 -3.26628 -1.82370 -0.2 0.1 0.3
S -0.20461 -2.44039 -1.52453 -0.2 0.2 -0.3
S 1.28726 -4.99081 -1.93641 0.1 -0.1 -0.1
S 2.66669 -0.88897 -1.69238 0.0 0.1 -0.3
N 3.47693 -0.57822 1.66643 0.0 0.0 0.0
C 2.32083 -0.90412 2.25963 0.0 0.0 0.1
C 2.23773 -0.97894 3.67295 0.2 0.0 -0.2
C 1.07021 -1.33257 4.26768 -0.3 0.0 0.0
C -0.06438 -1.63024 3.47473 0.2 0.0 0.0
C 0.06198 -1.51738 2.13335 0.1 -0.1 -0.2
N 1.22789 -1.13663 1.49227 -0.4 0.1 0.2
H 4.30900 -0.45907 2.21975 0.0 0.0 0.0
H 3.58644 -0.68182 0.67052 0.1 0.0 0.0
H 3.12598 -0.75951 4.24902 0.0 0.0 0.0
H 1.01398 -1.39544 5.34606 0.0 0.0 0.0
H -0.99692 -1.96128 3.90511 0.0 0.0 0.1
H -0.76619 -1.77463 1.48281 0.0 0.0 0.0
C -3.03112 2.08532 1.10930 -0.1 0.0 0.1
C -2.94070 0.58563 0.94269 0.1 -0.1 -0.2
N -1.78681 0.25620 0.06341 0.0 0.0 0.1
C -1.27593 1.22060 -0.79424 0.4 -0.1 -0.4
N -0.08749 0.87681 -1.33745 -0.2 0.0 0.2
C 0.48405 1.73764 -2.41239 0.1 -0.2 0.3
C -0.60059 2.55468 -3.07578 0.0 0.1 -0.2
C -1.37309 3.31419 -2.02532 -0.1 -0.1 0.3
N -1.89157 2.34994 -1.03225 -0.2 0.1 0.3
C -3.09694 2.73311 -0.25765 0.2 0.0 -0.2
H -2.16244 2.46709 1.65138 0.0 0.0 0.0
H -3.91605 2.33722 1.69190 0.0 0.0 0.0
H -3.84749 0.20486 0.46814 0.0 0.0 0.1
H -2.80380 0.06581 1.88933 0.0 0.1 0.0
H -1.94078 -0.61805 -0.42738 0.0 0.1 -0.1
H 0.99366 1.08500 -3.12025 -0.1 0.1 0.0
H 1.23191 2.39040 -1.95270 0.0 0.0 -0.1
H -1.27955 1.90825 -3.63598 0.0 0.0 0.0
H -0.15069 3.24503 -3.78928 0.0 0.0 0.0
H -2.24450 3.81794 -2.44134 0.0 0.0 0.0
H -0.76733 4.06000 -1.50512 0.0 0.0 -0.1
H -3.98490 2.43971 -0.82203 0.0 0.0 0.1
H -3.08185 3.82007 -0.19393 0.0 0.0 0.1
```
Forces are in eV/Å.

Properties
orbital gap (spin up / spin down) = 6.22 / 6.22 eV
highest occupied orbital energy (spin up / spin down) = -13.99 / -13.99 eV
ΔE to the lowest compared entry with this formula, charge and spin = 1.130 eV
net charge = +2

Atomic partial charges in e from the Löwdin method, atoms 1 to 6: 0.6848 0.0396 -0.9205 1.0372 -1.0711 -1.0892